[1]
{
  "formula": "C23H20N7SSbSe4Tc",
  "method": "ωB97M-V/def2-TZVPD",
  "homo_lumo_gap_ev": 5.06,
  "total_charge": 3,
  "energy_ev": -315539.71994,
  "de_lowest_ev": 0.0000,
  "mol_weight_g_mol": 962.13,
  "elements": ["Tc", "N", "C", "S", "N", "N", "C", "C", "C", "C", "C", "C", "C", "C", "C", "C", "C", "C", "N", "H", "H", "H", "H", "H", "H", "H", "H", "H", "H", "H", "N", "C", "C", "C", "C", "C", "N", "C", "C", "C", "C", "C", "N", "H", "H", "H", "H", "H", "H", "H", "H", "H", "Se", "Sb", "Se", "Se", "Se"],
  "coordinates": [[-0.218, 0.253, 0.296], [3.209, -2.619, -0.151], [2.287, -1.676, -0.318], [0.937, -1.670, 0.902], [2.274, -0.836, -1.280], [1.197, 0.026, -1.312], [1.017, 0.669, -2.428], [1.845, 0.587, -3.636], [1.218, 0.450, -4.880], [1.972, 0.421, -6.040], [3.352, 0.555, -5.971], [3.982, 0.691, -4.739], [3.238, 0.690, -3.573], [-0.161, 1.564, -2.363], [-0.496, 2.499, -3.321], [-1.621, 3.295, -3.135], [-2.388, 3.134, -1.994], [-1.992, 2.202, -1.054], [-0.889, 1.454, -1.221], [3.223, -3.213, 0.661], [3.976, -2.684, -0.805], [0.145, 0.318, -4.941], [1.484, 0.297, -6.996], [3.940, 0.552, -6.879], [5.057, 0.797, -4.690], [3.737, 0.801, -2.621], [0.125, 2.610, -4.197], [-1.893, 4.032, -3.879], [-3.276, 3.724, -1.819], [-2.556, 2.046, -0.144], [-0.569, 1.887, 3.127], [-1.632, 1.058, 2.877], [-2.679, 1.012, 3.812], [-3.727, 0.164, 3.594], [-3.750, -0.636, 2.434], [-2.720, -0.522, 1.559], [-1.651, 0.318, 1.764], [0.556, 2.244, 2.418], [1.347, 3.244, 3.012], [2.473, 3.690, 2.387], [2.833, 3.121, 1.156], [2.048, 2.145, 0.634], [0.895, 1.685, 1.235], [-0.643, 2.377, 4.008], [-2.645, 1.644, 4.690], [-4.539, 0.116, 4.308], [-4.560, -1.321, 2.232], [-2.690, -1.101, 0.641], [1.047, 3.652, 3.968], [3.078, 4.463, 2.841], [3.720, 3.436, 0.625], [2.307, 1.669, -0.294], [-1.179, -5.516, -2.092], [-3.695, -4.788, -2.215], [-0.045, -3.579, -1.761], [-0.060, -3.603, 0.650], [-3.595, -2.545, -1.635]]
}

[2]
{
  "formula": "C23H20NPRh",
  "method": "ωB97M-V/def2-TZVPD",
  "spin_multiplicity": 5,
  "homo_lumo_gap_ev": [8.22, 6.11],
  "total_charge": 1,
  "energy_ev": -37950.09091,
  "mol_weight_g_mol": 444.30,
  "elements": ["Rh", "C", "C", "C", "C", "C", "H", "H", "H", "H", "H", "N", "P", "C", "C", "C", "C", "C", "C", "C", "C", "C", "C", "C", "C", "C", "C", "C", "C", "C", "C", "H", "H", "H", "H", "H", "H", "H", "H", "H", "H", "H", "H", "H", "H", "H"],
  "coordinates": [[9.865, 9.492, 7.771], [9.415, 9.643, 5.768], [10.767, 10.102, 6.041], [11.606, 9.385, 5.149], [10.841, 8.400, 4.517], [9.490, 8.574, 4.845], [8.544, 10.310, 5.876], [11.044, 11.074, 6.412], [12.644, 9.562, 4.968], [11.189, 7.600, 3.889], [8.617, 8.039, 4.442], [10.488, 9.087, 9.359], [9.008, 9.339, 10.059], [7.399, 9.426, 9.307], [7.025, 8.710, 8.149], [5.780, 8.851, 7.585], [4.821, 9.642, 8.230], [5.152, 10.372, 9.380], [6.403, 10.208, 9.936], [9.144, 7.865, 11.079], [8.112, 6.963, 11.351], [8.324, 5.892, 12.244], [9.576, 5.683, 12.792], [10.626, 6.540, 12.459], [10.388, 7.671, 11.693], [9.107, 10.767, 11.088], [8.777, 10.612, 12.469], [9.050, 11.673, 13.340], [9.494, 12.920, 12.863], [9.592, 13.123, 11.511], [9.436, 12.047, 10.629], [7.690, 7.945, 7.750], [5.540, 8.349, 6.645], [3.835, 9.693, 7.806], [4.412, 11.003, 9.857], [6.594, 10.760, 10.894], [7.130, 7.023, 10.896], [7.493, 5.153, 12.426], [9.722, 4.819, 13.439], [11.636, 6.320, 12.809], [11.188, 8.405, 11.600], [8.471, 9.656, 12.901], [8.966, 11.506, 14.427], [9.745, 13.727, 13.574], [9.884, 14.080, 11.070], [9.709, 12.214, 9.567]]
}

[3]
{
  "formula": "C23H21BBrCl2N8O5Pb",
  "method": "ωB97M-V/def2-TZVPD",
  "homo_lumo_gap_ev": [5.57, 5.55],
  "total_charge": 1,
  "energy_ev": -147356.03978,
  "de_lowest_ev": 1.3927,
  "mol_weight_g_mol": 858.29,
  "elements": ["Pb", "Cl", "C", "C", "C", "Cl", "C", "O", "C", "C", "O", "C", "H", "H", "H", "B", "N", "C", "C", "C", "N", "N", "C", "C", "C", "N", "H", "H", "H", "H", "H", "H", "H", "H", "Br", "C", "C", "C", "C", "C", "N", "C", "O", "O", "H", "H", "H", "C", "N", "C", "C", "O", "N", "C", "N", "H", "H", "H", "H", "H", "H", "H"],
  "coordinates": [[0.185, 0.277, 0.324], [-7.733, 0.270, 2.550], [-6.251, 0.191, 1.728], [-6.227, 0.316, 0.336], [-5.026, 0.257, -0.315], [-4.947, 0.418, -2.006], [-3.752, 0.073, 0.401], [-2.682, 0.071, -0.211], [-3.852, -0.080, 1.854], [-2.682, -0.387, 2.734], [-1.552, -0.602, 2.382], [-5.062, -0.012, 2.469], [-7.148, 0.460, -0.212], [-2.949, -0.437, 3.806], [-5.130, -0.125, 3.545], [2.035, 3.837, -0.018], [0.614, 3.802, 0.489], [-0.001, 4.915, 0.955], [-1.284, 4.592, 1.309], [-1.378, 3.225, 1.020], [-0.240, 2.756, 0.530], [2.810, 2.603, -0.271], [4.153, 2.693, -0.667], [4.632, 1.445, -0.796], [3.522, 0.605, -0.471], [2.456, 1.319, -0.156], [2.737, 4.551, 0.704], [2.122, 4.495, -1.077], [0.523, 5.856, 0.996], [-2.037, 5.237, 1.725], [-2.219, 2.562, 1.154], [4.610, 3.657, -0.806], [5.619, 1.135, -1.087], [3.479, -0.473, -0.450], [0.617, -3.570, -0.085], [1.742, -2.897, 1.302], [2.623, -3.752, 1.931], [3.409, -3.211, 2.941], [3.265, -1.876, 3.279], [2.338, -1.109, 2.591], [1.602, -1.622, 1.599], [2.095, 0.349, 2.954], [2.828, 0.838, 3.793], [1.131, 0.927, 2.341], [2.688, -4.791, 1.645], [4.121, -3.838, 3.461], [3.836, -1.404, 4.065], [-0.567, -3.584, -4.564], [0.045, -2.431, -3.940], [1.442, -2.066, -4.077], [1.564, -0.971, -3.022], [2.593, -0.379, -2.773], [0.353, -0.807, -2.385], [-0.472, -1.684, -2.949], [-1.750, -1.795, -2.566], [-0.069, -3.773, -5.512], [-1.617, -3.393, -4.785], [-0.485, -4.479, -3.942], [1.663, -1.661, -5.066], [2.122, -2.892, -3.867], [-2.107, -1.137, -1.886], [-2.356, -2.494, -2.951]]
}

[4]
{
  "formula": "C23H21BClF4MnN8O4P",
  "method": "ωB97M-V/def2-TZVPD",
  "spin_multiplicity": 2,
  "homo_lumo_gap_ev": [8.15, 7.52],
  "total_charge": 0,
  "energy_ev": -108989.15789,
  "de_lowest_ev": 0.8148,
  "mol_weight_g_mol": 681.64,
  "elements": ["Mn", "C", "N", "C", "C", "N", "C", "P", "C", "N", "C", "C", "N", "C", "C", "N", "C", "C", "N", "C", "H", "H", "H", "H", "H", "H", "H", "H", "H", "H", "H", "H", "H", "H", "H", "O", "C", "O", "C", "C", "Cl", "N", "N", "C", "C", "O", "O", "C", "C", "C", "C", "C", "C", "H", "H", "H", "H", "H", "H", "F", "B", "F", "F", "F"],
  "coordinates": [[0.946, 0.882, -0.104], [1.963, -4.467, -0.975], [1.621, -3.093, -1.295], [1.517, -2.564, -2.554], [1.237, -1.238, -2.400], [1.171, -0.947, -1.062], [1.402, -2.081, -0.420], [1.407, -2.231, 1.384], [-0.105, -1.260, 1.673], [-0.267, -0.002, 1.293], [-1.473, 0.404, 1.793], [-2.048, -0.629, 2.471], [-1.174, -1.680, 2.389], [-1.361, -2.986, 2.999], [2.585, -0.882, 1.686], [2.514, 0.293, 1.088], [3.555, 1.045, 1.541], [4.277, 0.302, 2.430], [3.658, -0.919, 2.515], [4.056, -2.010, 3.387], [1.855, -5.067, -1.875], [1.293, -4.856, -0.211], [2.991, -4.540, -0.623], [1.662, -3.165, -3.434], [1.100, -0.482, -3.148], [-1.840, 1.401, 1.633], [-2.985, -0.712, 2.993], [-2.407, -3.088, 3.277], [-0.743, -3.093, 3.889], [-1.111, -3.772, 2.290], [3.707, 2.050, 1.187], [5.163, 0.525, 2.998], [5.120, -1.925, 3.591], [3.869, -2.963, 2.899], [3.508, -1.974, 4.328], [-1.100, 6.411, -0.553], [-2.044, 5.681, -1.104], [-3.004, 6.170, -1.650], [-1.898, 4.190, -1.018], [-2.804, 3.285, -1.527], [-4.198, 3.595, -2.447], [-2.356, 2.027, -1.264], [-1.169, 2.086, -0.623], [-0.891, 3.360, -0.460], [0.360, 3.672, 0.325], [0.620, 4.847, 0.593], [1.020, 2.666, 0.720], [-2.987, 0.756, -1.402], [-2.165, -0.358, -1.489], [-2.714, -1.626, -1.569], [-4.092, -1.796, -1.562], [-4.907, -0.679, -1.468], [-4.367, 0.597, -1.383], [-0.387, 5.852, -0.100], [-1.095, -0.225, -1.505], [-2.053, -2.479, -1.655], [-4.526, -2.784, -1.632], [-5.983, -0.791, -1.452], [-5.026, 1.443, -1.279], [2.839, 1.734, -1.190], [2.259, 1.998, -2.470], [2.799, 1.152, -3.424], [2.344, 3.317, -2.804], [0.865, 1.626, -2.243]]
}

[5]
{
  "formula": "C23H21BF5N3O8V",
  "method": "ωB97M-V/def2-TZVPD",
  "spin_multiplicity": 2,
  "homo_lumo_gap_ev": [7.38, 8.02],
  "total_charge": 0,
  "energy_ev": -85003.55429,
  "de_lowest_ev": 0.2704,
  "mol_weight_g_mol": 624.18,
  "elements": ["V", "O", "C", "C", "O", "O", "C", "C", "C", "C", "C", "C", "C", "C", "C", "C", "C", "C", "H", "H", "H", "H", "H", "H", "H", "H", "H", "H", "H", "N", "C", "O", "C", "C", "H", "H", "H", "H", "H", "H", "F", "B", "F", "F", "F", "F", "C", "C", "N", "C", "C", "O", "O", "C", "O", "N", "C", "O", "H", "H", "H", "H"],
  "coordinates": [[0.063, 1.161, -1.656], [0.786, -0.226, 2.119], [-0.326, -0.887, 1.554], [-0.207, -0.900, 0.013], [-0.933, -1.523, -0.719], [0.753, -0.094, -0.470], [-0.461, -2.326, 2.069], [0.512, -2.872, 2.894], [0.387, -4.175, 3.360], [-0.711, -4.941, 3.008], [-1.691, -4.395, 2.188], [-1.569, -3.097, 1.723], [-1.556, -0.062, 1.955], [-2.697, 0.038, 1.168], [-3.768, 0.822, 1.581], [-3.713, 1.506, 2.786], [-2.580, 1.391, 3.585], [-1.511, 0.612, 3.173], [1.596, -0.668, 1.822], [1.373, -2.287, 3.183], [1.158, -4.587, 3.999], [-0.808, -5.956, 3.370], [-2.556, -4.983, 1.911], [-2.337, -2.682, 1.085], [-2.758, -0.471, 0.216], [-4.643, 0.897, 0.949], [-4.552, 2.109, 3.112], [-2.532, 1.906, 4.536], [-0.628, 0.531, 3.790], [-1.518, 3.873, 0.823], [-0.673, 3.230, 0.053], [-0.911, 2.029, -0.245], [0.583, 3.811, -0.517], [1.371, 2.659, -1.142], [-2.378, 3.406, 1.085], [-1.390, 4.845, 1.043], [1.138, 4.340, 0.262], [0.289, 4.548, -1.268], [2.071, 2.215, -0.435], [1.894, 2.954, -2.049], [-0.871, 2.727, -2.769], [-2.286, 2.262, -2.823], [-2.758, 2.354, -4.085], [-2.998, 2.982, -1.893], [-2.112, 0.899, -2.390], [2.184, -3.558, -0.808], [2.667, -2.390, -1.226], [2.552, -1.993, -2.492], [3.043, -0.773, -2.921], [2.702, -0.294, -4.245], [1.283, 0.247, -4.370], [0.722, 0.347, -5.416], [0.755, 0.641, -3.204], [3.660, 0.107, -2.055], [4.050, 1.207, -2.383], [3.804, -0.370, -0.766], [3.257, -1.518, -0.218], [3.284, -1.733, 0.976], [2.056, -2.602, -3.235], [2.826, -1.089, -4.977], [3.382, 0.519, -4.497], [4.231, 0.276, -0.117]]
}

[6]
{
  "formula": "C23H21ClF4IN2O9S2W",
  "method": "ωB97M-V/def2-TZVPD",
  "homo_lumo_gap_ev": 6.32,
  "total_charge": -1,
  "energy_ev": -100582.92390,
  "de_lowest_ev": 5.7866,
  "mol_weight_g_mol": 955.75,
  "elements": ["W", "C", "C", "C", "C", "C", "C", "C", "F", "C", "C", "C", "O", "C", "C", "N", "C", "C", "O", "O", "H", "H", "H", "H", "H", "H", "H", "H", "H", "H", "H", "C", "O", "H", "H", "H", "O", "Cl", "O", "O", "O", "F", "C", "F", "F", "I", "C", "C", "C", "C", "C", "N", "H", "H", "H", "H", "C", "O", "C", "S", "S", "H", "H", "H"],
  "coordinates": [[-0.452, 1.219, 0.043], [-5.447, -2.647, 4.304], [-4.898, -1.433, 5.045], [-5.974, -0.369, 5.193], [-5.400, 0.880, 5.837], [-4.278, 1.404, 4.988], [-4.012, 2.744, 4.898], [-2.944, 3.185, 4.118], [-2.708, 4.514, 4.071], [-2.147, 2.332, 3.423], [-2.397, 0.946, 3.481], [-1.532, 0.002, 2.782], [-0.580, 0.411, 2.010], [-1.731, -1.359, 3.057], [-2.826, -1.708, 3.805], [-3.715, -0.868, 4.346], [-3.474, 0.492, 4.267], [-0.867, -2.586, 2.606], [-1.246, -3.660, 3.121], [0.075, -2.349, 1.846], [-6.423, -2.899, 4.722], [-4.811, -3.524, 4.392], [-5.572, -2.419, 3.245], [-4.571, -1.735, 6.045], [-6.783, -0.786, 5.793], [-6.380, -0.130, 4.206], [-5.026, 0.629, 6.835], [-6.161, 1.650, 5.964], [-4.611, 3.466, 5.439], [-1.333, 2.710, 2.830], [-2.951, -2.771, 3.959], [1.986, -0.411, 0.925], [1.204, 0.651, 0.373], [3.020, -0.071, 0.927], [1.840, -1.300, 0.319], [1.619, -0.620, 1.925], [-4.376, 1.571, -1.557], [-1.768, -0.563, -1.199], [-2.262, -0.308, 0.302], [-2.393, -1.729, -1.614], [-0.275, -0.825, -0.737], [-1.979, 2.103, 0.726], [-3.578, 0.777, -1.547], [-1.222, -0.087, -3.143], [-0.868, 2.289, -1.338], [1.675, 4.070, -2.309], [2.206, 2.084, -2.773], [3.371, 1.907, -3.512], [3.689, 0.621, -3.906], [2.830, -0.414, -3.570], [1.699, -0.127, -2.825], [1.398, 1.109, -2.414], [3.993, 2.752, -3.764], [4.589, 0.435, -4.479], [3.024, -1.433, -3.874], [0.996, -0.891, -2.533], [1.374, 2.287, 3.916], [2.449, 2.403, 2.974], [2.234, 2.747, 1.705], [3.507, 2.820, 0.697], [0.567, 3.196, 1.268], [1.837, 1.886, 4.814], [0.614, 1.606, 3.544], [0.937, 3.264, 4.123]]
}